No. 1
A 2-piece molecular cluster, C2H10NO overall. Source: the OMol25 dataset; level of theory: ωB97M-V/def2-TZVPD.

```
14
Properties=species:S:1:pos:R:3:forces:R:3
O 0.3161 1.7286 -2.1170 -0.18 -0.52 1.09
H 1.1698 2.1297 -2.2955 -0.06 0.04 -0.49
H 0.4394 0.0591 -0.5816 -0.18 0.45 -0.18
H -0.1007 1.4227 -2.9233 0.28 0.24 -0.42
C 0.7496 -1.3298 0.9191 1.07 -0.62 -1.13
N -0.1367 -0.4629 0.0821 0.06 -0.81 0.46
C -1.0101 0.4257 0.8987 -0.48 -0.14 0.08
H 1.5683 -0.7542 1.3422 -0.42 0.19 0.44
H 0.1871 -1.9475 1.6050 -0.20 0.38 0.34
H 1.2371 -2.0226 0.2269 -0.06 0.02 0.03
H -0.6889 -1.1091 -0.4825 -0.19 0.25 -0.03
H -1.0838 0.0294 1.8993 0.37 -0.03 0.32
H -2.0252 0.4062 0.5390 -0.19 0.16 -0.55
H -0.6219 1.4249 0.8877 0.17 0.39 0.04
```
Positions in Å, forces in eV/Å.

## Properties
- Net charge: +1
- E: -5767.189 eV
- Relative energy (zero: lowest compared OMol25 entry of this formula, charge and spin): 47.6 kJ/mol
- Max |F|: 1.67 eV Å⁻¹

Mulliken atomic charge list, values in e, 5 entries: -0.6649 0.3322 0.3414 0.3275 -0.9649


No. 2
C29H31BN9O3Ti as an isolated structure. Source: the OMol25 dataset; level of theory: ωB97M-V/def2-TZVPD.

```
74
Properties=species:S:1:pos:R:3:forces:R:3
Ti -0.6549 -0.8388 -0.3096 -0.21 -0.94 1.09
C -2.0230 0.1839 -3.5507 0.03 0.02 0.00
C -1.5410 1.2670 -2.6406 -0.04 -0.07 0.06
C -1.3460 2.6207 -2.9357 0.00 0.02 -0.05
C -0.8929 3.1893 -1.7593 0.05 0.07 -0.01
C -0.4685 4.5948 -1.4832 -0.02 -0.02 -0.04
N -0.8426 2.2239 -0.8341 -0.22 -0.22 0.18
N -1.2387 1.0352 -1.3650 0.26 0.64 -0.37
B -0.4469 2.3024 0.6600 0.02 0.01 0.00
N 0.9054 1.6019 0.8686 -0.10 -0.15 -0.10
N 0.9904 0.2657 0.6345 0.42 0.70 0.11
C 2.2451 -0.0912 0.8927 -0.05 -0.09 0.02
C 2.7306 -1.4967 0.7536 0.03 0.03 0.01
C 2.9803 1.0323 1.2975 0.07 -0.02 0.03
C 2.0903 2.0865 1.2646 -0.01 0.04 0.03
C 2.3065 3.5277 1.5933 0.03 -0.02 -0.01
N -1.5152 1.5635 1.4925 -0.12 -0.04 -0.19
N -1.8948 0.2904 1.1712 0.13 0.51 0.31
C -2.9061 -0.0220 1.9695 0.03 -0.12 0.00
C -3.5853 -1.3498 1.9281 -0.05 0.01 0.07
C -3.1896 1.0576 2.8246 -0.05 -0.04 0.01
C -2.2862 2.0411 2.4869 0.05 0.01 -0.01
C -2.1108 3.4064 3.0684 -0.02 -0.02 0.01
H -2.0838 0.5577 -4.5727 0.00 0.00 0.00
H -1.3522 -0.6755 -3.5293 0.01 0.01 0.02
H -3.0107 -0.1698 -3.2517 0.00 0.01 0.00
H -1.4925 3.1140 -3.8835 0.00 -0.02 0.03
H -0.5998 5.1971 -2.3811 0.00 0.00 0.00
H -1.0480 5.0434 -0.6757 -0.01 -0.01 0.00
H 0.5843 4.6344 -1.1973 -0.02 -0.01 -0.01
H -0.3742 3.4508 1.0064 0.01 -0.08 -0.03
H 1.9215 -2.1602 0.4595 -0.04 0.00 -0.01
H 3.5311 -1.5494 0.0113 -0.02 -0.01 -0.01
H 3.1310 -1.8498 1.7061 0.03 0.00 -0.01
H 4.0225 1.0676 1.5733 -0.04 0.00 -0.01
H 3.3281 3.6694 1.9433 0.00 0.01 0.00
H 2.1531 4.1641 0.7199 0.00 -0.02 0.00
H 1.6239 3.8706 2.3719 0.00 -0.01 0.00
H -3.2203 -1.9540 1.1041 0.02 0.02 -0.02
H -3.4007 -1.8935 2.8574 -0.01 0.00 -0.01
H -4.6636 -1.2180 1.8158 0.00 0.00 0.01
H -3.9465 1.1023 3.5918 0.03 0.00 -0.03
H -2.8105 3.5379 3.8931 0.00 0.01 0.00
H -1.0989 3.5522 3.4507 -0.01 -0.02 -0.01
H -2.2966 4.1876 2.3298 -0.01 -0.01 0.00
O 0.3265 -3.4540 -2.2920 -0.23 -0.12 0.12
C 0.9165 -2.4196 -2.4845 0.25 0.38 0.01
N 0.7036 -1.1778 -1.8756 0.91 -0.25 -0.82
C 1.6063 -0.2656 -2.4110 -0.06 -0.36 -0.09
O 1.7124 0.9146 -2.1569 -0.07 0.20 0.13
C 2.4782 -0.9791 -3.4203 -0.05 0.33 0.17
C 3.5222 -0.5207 -4.1951 0.10 0.00 -0.09
C 4.1438 -1.4416 -5.0384 -0.05 0.06 0.06
C 3.7158 -2.7673 -5.0862 -0.06 -0.02 0.05
C 2.6579 -3.2079 -4.2919 0.09 -0.07 -0.11
C 2.0600 -2.2818 -3.4652 -0.23 -0.20 0.12
H 3.8384 0.5139 -4.1413 0.00 -0.02 -0.01
H 4.9707 -1.1270 -5.6641 -0.01 -0.01 0.00
H 4.2145 -3.4632 -5.7501 0.01 0.01 0.00
H 2.3146 -4.2349 -4.3162 0.00 0.02 0.01
N -0.4779 -2.1406 0.8717 -0.08 0.38 0.11
C -0.6544 -2.5778 2.1561 0.11 -0.08 -0.37
C -0.3719 -1.7413 3.2536 0.03 0.05 0.13
C -0.5754 -2.1728 4.5557 -0.01 0.03 -0.05
C -1.0700 -3.4459 4.8224 0.02 0.03 -0.10
C -1.3459 -4.2871 3.7477 0.00 0.02 -0.04
C -1.1375 -3.8689 2.4435 -0.03 -0.10 -0.04
H -0.0030 -0.7419 3.0535 0.00 -0.01 0.00
H -0.3548 -1.4970 5.3753 0.00 -0.01 0.00
H -1.2309 -3.7774 5.8404 -0.01 0.01 0.01
H -1.7291 -5.2855 3.9298 0.00 0.00 -0.01
H -1.3591 -4.5224 1.6073 0.01 0.00 0.03
O -2.9921 -2.4556 -1.3420 -0.26 -0.05 -0.31
N -2.0827 -1.7444 -1.0975 -0.59 -0.37 0.01
```
Positions in Å, forces in eV/Å.

## Properties
- Net charge: -1
- E: -73928.173 eV
- Max |F|: 1.46 eV Å⁻¹

Mulliken atomic charge list, values in e, 5 entries: -1.5607 -1.4617 0.8786 -1.6500 1.0261


No. 3
A 9-piece molecular cluster, H16NO11 overall. Source: the OMol25 dataset; level of theory: ωB97M-V/def2-TZVPD.

```
28
Properties=species:S:1:pos:R:3:forces:R:3
N 0.4044 -1.1707 0.7061 -1.70 5.66 3.07
O 1.4684 -1.0457 1.2961 1.49 -2.47 0.26
O 0.3154 -0.6347 -0.4019 -0.06 -1.65 -3.15
O -0.6766 -1.1417 1.3861 0.25 -2.52 -0.57
O -0.9776 -1.8927 -2.4629 -2.44 -1.72 -1.49
H -0.6866 -1.5297 -1.6559 0.60 0.94 2.12
H -1.8176 -2.3807 -2.2539 1.33 0.78 -0.33
O -0.9166 1.6513 1.7771 -0.18 -0.11 -0.51
H -0.6086 0.7293 1.6731 -0.26 0.66 0.22
H -0.6496 1.9403 2.6461 0.51 -0.09 0.29
O 0.1534 1.5363 -2.2699 0.09 0.27 0.08
H 0.3864 0.8663 -1.6079 -0.19 0.30 -0.24
H 0.3254 2.3673 -1.7989 -0.16 -0.42 -0.07
O 1.4894 -1.5757 -3.4419 -0.34 0.62 2.11
H 1.4374 -1.9177 -4.3119 -0.52 -0.50 -1.07
H 0.5974 -1.6477 -2.9859 1.44 -0.22 -1.49
O 2.1474 0.9023 3.1051 -0.03 0.23 0.78
H 1.8154 0.1713 2.5751 0.01 -0.15 -0.15
H 2.8324 1.3103 2.5781 0.02 0.08 -0.38
O -2.3796 -0.2957 3.3651 -0.74 -2.66 1.02
H -1.7606 -0.6507 2.7211 0.04 0.50 -0.02
H -2.3956 0.6273 3.3811 0.33 1.96 -0.63
O -2.6126 0.3143 -0.7999 -0.20 -0.48 0.26
H -1.9366 -0.2807 -0.4589 -0.03 0.06 0.79
H -2.2626 0.4323 -1.6739 0.13 0.55 -0.95
O 2.0694 1.4273 -0.0769 0.65 1.46 0.40
H 1.7734 0.5423 -0.0819 -1.03 -1.94 1.04
H 2.4654 1.3453 -0.9269 0.98 0.85 -1.38
```
Positions in Å, forces in eV/Å.

## Properties
- Net charge: -1
- E: -24270.746 eV
- Relative energy (zero: lowest compared OMol25 entry of this formula, charge and spin): 178.7 kJ/mol
- Max |F|: 6.66 eV Å⁻¹

Mulliken atomic charge list, values in e, 5 entries: 0.9020 -0.7522 -0.6193 -0.7646 -0.7539


No. 4
C12H18F6O8V as an isolated structure. Source: the OMol25 dataset; level of theory: ωB97M-V/def2-TZVPD.

```
45
Properties=species:S:1:pos:R:3:forces:R:3
V -4.1933 20.1931 23.2611 -2.23 0.80 0.07
O -4.9217 20.2021 25.1107 0.81 0.00 -1.78
C -4.7169 21.4455 25.7170 0.53 -0.42 0.70
C -4.6242 22.5933 24.7319 -0.67 0.82 0.00
O -4.0673 22.2149 23.5362 0.45 -0.73 -0.09
H -3.7481 21.4142 26.2676 -0.26 -0.03 -0.01
H -5.4935 21.6455 26.4758 0.00 0.02 -0.08
H -4.0406 23.3956 25.2384 -0.04 0.00 -0.11
H -5.6334 23.0322 24.5679 0.04 -0.14 0.04
O -4.0460 18.2877 22.7117 -0.31 0.32 0.19
C -4.9195 17.9956 21.6630 0.62 -0.59 0.03
C -6.0375 19.0184 21.5085 -0.72 -0.09 -0.54
O -5.6846 20.3000 21.8906 1.91 -0.01 1.42
H -5.3806 16.9988 21.8109 0.02 0.05 -0.10
H -4.3398 17.9210 20.7169 -0.11 0.12 0.04
H -6.9294 18.6775 22.0692 0.10 0.01 0.04
H -6.3256 19.0132 20.4324 -0.12 -0.03 0.23
C -1.0576 17.4597 22.6223 0.19 0.18 -0.42
C -1.4859 17.4352 24.0555 -0.48 -0.47 0.20
O -0.7247 18.3706 24.8880 0.27 -0.55 0.18
C -1.1567 19.5916 24.8085 0.04 -0.08 0.11
O -2.0257 19.9699 24.0831 -0.43 0.82 0.02
C -0.3765 20.5478 25.7430 0.16 0.13 -0.35
F -1.1539 21.5218 26.1795 -0.07 0.11 0.02
F 0.1561 19.9248 26.7945 0.03 -0.07 0.00
F 0.6377 21.1043 25.0363 -0.14 -0.12 0.13
H -1.1161 18.4558 22.1832 -0.06 0.05 0.16
H -1.7753 16.8669 22.0548 0.11 -0.12 0.03
H -0.0403 17.0789 22.4998 -0.07 -0.07 -0.05
H -1.3122 16.4566 24.4996 0.21 0.10 0.13
H -2.5500 17.6599 24.1444 0.09 0.14 -0.11
C -0.9223 24.3057 21.8365 -0.59 0.54 -0.21
C -1.7499 23.0489 21.9548 0.28 0.63 0.86
O -2.0503 22.5737 20.6240 0.44 0.26 -0.43
C -2.5340 21.3690 20.5977 -0.49 0.36 -0.32
O -2.7929 20.7105 21.5545 -0.01 -1.05 0.33
C -2.7960 20.8381 19.1703 0.22 0.32 -0.16
F -2.4267 21.7183 18.2142 -0.15 -0.19 0.28
F -2.0754 19.7272 18.9822 0.06 -0.18 -0.02
F -4.0755 20.5496 19.0053 -0.05 0.00 -0.03
H 0.0457 24.1727 21.3592 0.08 -0.10 0.04
H -0.8053 24.7671 22.8194 0.20 -0.30 0.07
H -1.4937 25.0532 21.2704 0.18 -0.17 -0.12
H -2.6814 23.2287 22.4991 -0.11 -0.21 -0.16
H -1.2471 22.2612 22.5182 0.09 -0.05 -0.20
```
Positions in Å, forces in eV/Å.

## Properties
- Net charge: -1
- 2S+1: 3
- ⟨S²⟩: 2.0135
- E: -71111.310 eV
- Relative energy (zero: lowest compared OMol25 entry of this formula, charge and spin): 0.0 kJ/mol
- Max |F|: 2.38 eV Å⁻¹

Mulliken atomic charge list, values in e, 5 entries: 0.5491 -0.7155 -0.2134 -0.5234 -0.5968


No. 5
A 8-piece molecular cluster, C38H68BNO14S overall. Source: the OMol25 dataset; level of theory: ωB97M-V/def2-TZVPD.

```
123
Properties=species:S:1:pos:R:3:forces:R:3
C -0.9175 -0.8778 -1.2361 -0.23 -0.45 -0.45
O 0.1096 -1.5474 -2.0299 0.39 0.57 1.10
B 1.1850 -0.7145 -2.1156 -0.33 0.25 -1.68
O 1.0410 0.5182 -2.7835 0.85 -0.96 0.28
C 2.6546 -1.0414 -1.5340 1.23 0.47 0.16
O 2.7295 -0.0028 -0.4858 -1.76 -0.74 0.82
C 1.9198 -0.5516 0.5068 0.01 1.04 0.38
O 1.4223 0.1026 1.3813 0.42 -1.07 -0.73
O 1.7770 -1.9149 0.3230 -0.10 0.84 -0.05
C 2.8656 -2.2157 -0.6040 0.78 -0.65 0.65
C 3.0062 -3.6565 -1.1463 0.15 1.26 -0.11
S 2.4431 -3.9679 -2.8250 -1.99 -2.91 0.60
O 3.1564 -5.1255 -3.2966 1.33 0.83 -0.33
O 1.0311 -4.2135 -2.7934 -0.46 1.07 0.04
C 4.1126 -2.1032 0.3466 -1.51 0.26 -1.92
C 3.9672 -2.6562 1.5905 0.24 -0.40 1.06
C 5.0479 -2.5619 2.4501 -0.56 -0.03 -0.57
C 6.1463 -1.9238 1.9364 1.68 0.16 1.47
C 6.1974 -1.4004 0.6718 0.04 -0.09 -0.28
N 5.1677 -1.5048 -0.1568 0.47 0.20 -0.10
H -0.5612 0.0527 -0.7868 -0.12 -0.05 -0.06
H -1.7646 -0.6574 -1.8866 0.00 0.05 0.14
H -1.2023 -1.5826 -0.4543 -0.04 0.13 -0.02
H 0.9619 0.2700 -3.7212 -0.55 0.30 0.01
H 3.4898 -0.8322 -2.2072 -0.08 -0.13 0.06
H 4.0789 -3.8689 -1.1489 -0.09 0.03 -0.27
H 2.5727 -4.3758 -0.4452 -0.44 -0.08 -0.48
H 2.6334 -2.8668 -3.6167 0.49 -0.02 0.47
H 3.0589 -3.1526 1.8911 -0.02 0.02 -0.13
H 5.0174 -2.9515 3.4572 0.06 -0.06 -0.01
H 7.0303 -1.8317 2.5614 -0.04 0.09 -0.06
H 7.0993 -0.9037 0.3341 -0.10 0.01 -0.18
C -0.5817 -3.6788 3.3338 -0.16 -0.10 -0.12
C -0.7730 -5.1915 3.3612 0.11 -0.04 0.11
C 0.2108 -5.6522 2.2940 -0.07 0.00 -0.18
O 1.2869 -4.7053 2.2955 -0.07 0.03 0.02
C 0.9086 -3.5622 3.0762 0.09 0.08 0.21
H -0.8939 -3.1765 4.2456 0.04 0.05 -0.03
H -1.1414 -3.2487 2.4994 0.03 0.03 0.01
H -0.4782 -5.5853 4.3375 -0.02 -0.02 -0.02
H -1.7953 -5.5098 3.1607 0.01 0.00 -0.04
H -0.2479 -5.6436 1.2998 -0.05 -0.05 0.02
H 0.6054 -6.6512 2.4848 0.09 0.04 -0.02
H 1.4773 -3.5895 4.0139 -0.05 0.05 0.03
H 1.1679 -2.6515 2.5380 -0.03 -0.04 0.00
C -1.1869 0.6242 6.9096 -0.12 0.12 -0.07
C -2.0129 -0.4880 7.5420 0.11 -0.10 0.12
C -2.4337 -1.2944 6.3226 -0.10 0.06 -0.16
O -1.3873 -1.1524 5.3559 -0.06 0.13 0.23
C -0.4958 -0.1105 5.7711 0.16 -0.10 -0.02
H -0.4861 1.0969 7.5963 0.01 -0.02 -0.01
H -1.8479 1.3976 6.5104 0.03 0.01 0.00
H -1.3805 -1.0958 8.1937 -0.03 0.00 0.00
H -2.8592 -0.1305 8.1270 -0.01 0.00 -0.03
H -3.3570 -0.9006 5.8843 -0.05 -0.03 0.07
H -2.5804 -2.3521 6.5472 0.03 -0.02 -0.07
H 0.4375 -0.5754 6.1071 0.03 0.08 0.01
H -0.2740 0.5375 4.9227 -0.02 -0.09 -0.06
C -2.5129 3.7586 1.6822 0.01 0.16 -0.19
C -3.6427 2.7426 1.6281 -0.02 -0.16 0.15
C -3.5226 2.2176 0.2053 0.01 0.09 -0.14
O -2.1388 2.2995 -0.1482 -0.09 0.03 0.11
C -1.4462 3.0827 0.8339 0.13 -0.19 0.13
H -2.1740 3.9841 2.6917 -0.01 0.00 -0.01
H -2.8320 4.6924 1.2135 0.01 0.02 0.07
H -3.4525 1.9363 2.3423 -0.02 -0.01 -0.02
H -4.6231 3.1649 1.8447 0.03 0.05 -0.02
H -4.0901 2.8390 -0.4972 -0.09 -0.02 0.04
H -3.8625 1.1847 0.1073 0.06 -0.01 -0.06
H -0.8295 2.4053 1.4347 0.05 0.06 0.01
H -0.7900 3.7954 0.3330 -0.01 -0.06 -0.09
C -0.4665 -1.7602 -7.6079 0.00 -0.24 0.00
C -1.7563 -1.2324 -6.9966 0.00 0.24 -0.06
C -1.4296 -1.2555 -5.5125 -0.10 -0.19 0.28
O -0.0167 -1.0295 -5.3958 0.10 0.05 -0.23
C 0.5830 -1.1507 -6.6946 0.11 0.23 0.04
H -0.3295 -1.4856 -8.6529 0.02 0.03 0.02
H -0.4395 -2.8499 -7.5349 0.02 0.01 -0.01
H -1.9322 -0.2054 -7.3265 -0.02 -0.02 0.00
H -2.6351 -1.8247 -7.2460 0.02 -0.02 0.04
H -1.6531 -2.2313 -5.0713 -0.03 0.02 0.02
H -1.9651 -0.4895 -4.9508 0.09 0.02 0.05
H 0.8667 -0.1478 -7.0315 0.04 -0.04 -0.07
H 1.4846 -1.7614 -6.6232 0.00 0.01 0.08
C -4.4212 7.3064 5.0694 -0.11 0.15 -0.08
C -5.2061 6.1065 5.5762 0.10 -0.13 0.15
C -5.4970 5.3578 4.2859 -0.11 0.00 -0.23
O -4.4078 5.6247 3.3940 -0.09 0.22 0.32
C -3.6160 6.6952 3.9337 0.16 -0.16 -0.09
H -3.7962 7.7749 5.8284 0.02 -0.02 -0.02
H -5.1069 8.0618 4.6778 0.03 0.01 0.01
H -4.5745 5.4976 6.2281 -0.03 0.00 0.00
H -6.1080 6.3704 6.1270 -0.01 -0.01 -0.03
H -6.4174 5.7206 3.8152 -0.05 -0.04 0.07
H -5.5855 4.2805 4.4367 0.04 -0.01 -0.08
H -2.6759 6.2671 4.2986 0.03 0.09 0.02
H -3.3884 7.4139 3.1456 0.00 -0.10 -0.08
C -3.3051 7.2737 -2.4088 0.01 -0.20 0.01
C -4.6586 7.6791 -1.8381 -0.02 0.18 -0.07
C -4.3787 7.6696 -0.3432 0.03 -0.21 0.13
O -2.9992 8.0139 -0.1809 -0.07 -0.02 -0.12
C -2.3444 7.9645 -1.4525 0.01 0.19 0.02
H -3.1581 7.5708 -3.4463 0.01 0.02 0.02
H -3.1835 6.1896 -2.3436 0.02 0.01 -0.01
H -4.9133 8.6902 -2.1658 -0.02 -0.02 0.01
H -5.4734 7.0146 -2.1223 0.02 -0.02 0.03
H -4.5299 6.6720 0.0842 -0.11 0.01 0.00
H -4.9993 8.3798 0.2053 0.08 0.02 0.05
H -2.1395 8.9929 -1.7699 0.04 -0.03 -0.07
H -1.3952 7.4369 -1.3530 -0.01 0.01 0.09
C 6.9559 -6.5497 -6.7419 0.01 -0.17 0.00
C 5.6381 -6.0685 -6.1469 -0.01 0.15 -0.07
C 5.9701 -6.0063 -4.6645 0.11 -0.11 0.12
O 7.3697 -5.6996 -4.5722 -0.06 -0.06 -0.18
C 7.9733 -5.8409 -5.8599 0.00 0.19 0.05
H 7.0741 -6.3143 -7.7992 0.01 0.02 0.01
H 7.0447 -7.6322 -6.6212 0.01 0.01 -0.02
H 5.4041 -5.0683 -6.5213 -0.02 -0.01 0.01
H 4.7927 -6.7190 -6.3650 0.01 -0.01 0.03
H 5.8013 -6.9729 -4.1786 -0.10 0.01 -0.01
H 5.3950 -5.2505 -4.1371 0.06 -0.01 0.06
H 8.1989 -4.8387 -6.2421 0.05 -0.04 -0.08
H 8.9089 -6.3942 -5.7653 0.00 0.02 0.07
```
Positions in Å, forces in eV/Å.

## Properties
- E: -82172.263 eV
- Max |F|: 3.58 eV Å⁻¹
- Structure (SMILES): COB(O)[C@H]1OC(=O)O[C@]1(C[SH](=O)=O)c1ccccn1.C1CCOC1.C1CCOC1.C1CCOC1.C1CCOC1.C1CCOC1.C1CCOC1.C1CCOC1

Mulliken atomic charge list, values in e, 5 entries: -0.8853 -0.1897 0.6942 -0.7814 -1.3729


In g/mol, the molar mass values for the records above are, in order, 64.1 612.3 206.1 455.2 805.8.